The following is a DFT calculation (ωB97M-V/def2-TZVPD) of a structure of composition C46H57CdN6O4P3Se2Si2.

Summary:
Charge = -2
ΔE to the lowest compared entry with this formula, charge and spin = 111.88 kJ/mol
Highest occupied orbital energy = -0.04390 Eh
LUMO energy = 0.132 Eh

Last column: Mulliken charge in e.
Positions of all 121 atoms, in Å:
Cd1 -0.31056 -0.30168 0.77775  1.0120
Se1 -2.21715 -2.51825 -7.23095  -0.5073
Se2 -0.26494 2.92711 -1.92692  -0.3072
P1 -0.69304 -1.28899 -6.43625  0.1779
P2 1.29345 -1.93837 -0.60583  2.8502
P3 -0.32052 2.03213 -3.82175  0.6672
Si1 -2.70258 0.44394 0.97858  0.1976
Si2 -0.31216 -1.15807 3.19565  0.0967
O1 0.60087 1.90249 1.20294  -0.7502
O2 2.49222 0.93024 -0.35140  0.1219
O3 -2.00331 -3.01212 -0.26149  -0.6728
O4 2.04679 2.97499 2.55721  -0.8310
N1 -1.06070 -1.54002 -2.69376  -0.4811
N2 1.93002 -4.45208 -1.62222  0.2423
N3 3.69587 -3.33956 -0.33301  0.1510
N4 -1.09633 -1.90624 -3.95990  -0.7864
N5 3.14538 -2.55365 -2.59595  0.2584
N6 -0.82042 -0.25079 -2.57430  0.5115
C1 -0.88460 -0.80579 -4.71091  0.4227
C2 2.40886 1.90023 -3.90211  0.0909
C3 -2.62064 -1.24351 4.87920  -0.4534
C4 -1.31480 4.08801 -5.42305  -0.2332
C5 -0.52952 0.16493 -7.51815  0.7033
C6 -3.60043 4.23557 -6.15311  -0.5933
C7 0.60164 1.41792 -9.23696  -0.5364
C8 2.42324 -3.87730 -6.99883  -0.8114
C9 0.63492 -0.20583 4.54065  -1.3175
C10 -0.08413 -2.99361 3.67456  -1.2896
C11 -1.62862 1.00815 -7.64855  -0.4139
C12 3.81440 2.15406 -5.83607  -0.8289
C13 -4.84579 -0.46538 4.45709  -0.6941
C14 1.42998 2.41901 -6.03975  0.3609
C15 -2.85874 2.31898 -4.90281  -0.9139
C16 -1.57355 2.84576 -4.84898  0.5341
C17 1.15750 -3.30138 -7.01813  -0.7983
C18 3.82208 0.83360 1.62652  -1.9687
C19 1.27923 2.15091 -4.68657  -0.1489
C20 2.95534 1.72151 0.75108  2.3711
C21 -3.92911 -1.07304 5.30647  -0.7201
C22 0.58174 0.36639 -8.32897  -0.1779
C23 1.75564 2.24664 1.59761  -0.0519
C24 3.74567 2.90591 0.20485  -1.9988
C25 0.95918 -2.05529 -6.44230  0.2869
C26 -1.59378 2.08189 -8.52458  -0.6956
C27 -2.98052 2.31341 1.07944  -1.1646
C28 3.48543 -3.20636 -6.41145  -0.5652
C29 -4.15882 -0.19166 -0.08626  -1.3129
C30 -0.47495 2.28805 -9.32183  -0.7066
C31 2.18925 -1.51504 -2.17633  0.1880
C32 2.02589 -1.38733 -5.84316  0.7657
C33 -4.42744 -0.04255 3.20402  -0.3789
C34 -0.71631 0.27238 -3.80973  -0.1861
C35 0.80995 -3.67095 -1.07253  -1.3655
C36 2.46433 -3.82732 -2.83159  -0.9961
C37 3.00767 -4.58788 -0.65118  -0.9765
C38 3.28844 -1.95886 -5.83209  -0.6665
C39 4.17819 -2.75440 -1.58394  -1.1688
C40 -2.17514 -0.82993 3.61436  0.3629
C41 2.79786 -2.40520 0.36657  -0.9092
C42 -3.87017 3.01390 -5.55363  -0.2975
C43 3.66739 1.88544 -4.47849  -0.5906
C44 2.69963 2.42880 -6.61068  -0.8742
C45 -2.32093 4.77431 -6.08450  -0.7064
C46 -3.10915 -0.20669 2.75007  0.1610
H1 -2.52146 0.81522 -7.07011  0.6484
H2 0.40984 -4.17233 -0.18931  0.2673
H3 3.24287 -0.02661 1.97110  0.2372
H4 1.46106 -1.35061 -2.97389  -0.9838
H5 4.14634 1.39914 2.50012  0.4798
H6 -3.89599 -0.15764 -1.14845  0.1629
H7 4.46774 -3.66318 -6.38534  0.3715
H8 2.80639 2.63481 -7.66930  0.4834
H9 2.72338 -0.58031 -2.00014  0.4208
H10 4.93107 -3.43195 -1.99894  0.3041
H11 3.34618 -1.49243 0.60275  0.1005
H12 4.60582 2.54154 -0.36634  0.3767
H13 1.87146 -0.42365 -5.37210  -0.2278
H14 -4.23124 -1.40966 6.29340  0.3461
H15 -5.87522 -0.32042 4.77015  0.3511
H16 -5.15495 0.43576 2.55050  0.2034
H17 1.47076 1.56504 -9.86653  0.4630
H18 -2.78420 -2.55440 0.06963  0.2492
H19 2.60267 -5.01137 0.27006  0.4095
H20 0.94839 -3.30516 3.47959  0.2997
H21 1.66828 -0.56875 4.59782  0.2695
H22 0.17766 -0.32926 5.53077  0.4558
H23 -2.44562 2.74749 -8.58661  0.4275
H24 -2.13257 2.78728 1.58131  0.2582
H25 2.57358 -4.85783 -7.43455  0.3530
H26 4.80034 2.15218 -6.28580  0.3549
H27 3.18628 -4.51875 -3.27791  0.1412
H28 -0.29591 -3.18816 4.73381  0.4426
H29 0.00815 -3.62765 -1.80800  0.5706
H30 -5.05739 0.42102 0.05963  0.4261
H31 4.10249 -1.44574 -5.33716  0.3854
H32 0.56380 2.60540 -6.66248  0.1993
H33 4.53355 1.67386 -3.86235  0.4791
H34 -2.11058 5.73664 -6.53546  0.4120
H35 -4.43341 -1.22364 0.16049  0.4763
H36 -0.32776 4.52624 -5.33509  0.4415
H37 -4.86982 2.59767 -5.58719  0.3910
H38 2.29779 1.72966 -2.83616  0.1399
H39 -0.74241 -3.62619 3.07049  0.2798
H40 1.59876 1.27091 -0.54166  -0.5635
H41 -0.44783 3.11983 -10.01637  0.3852
H42 3.74784 -5.28174 -1.06084  0.3216
H43 -3.04106 2.73208 0.06879  0.2464
H44 0.67766 0.86150 4.30419  0.2871
H45 -3.06942 1.36541 -4.43114  0.5261
H46 1.43610 -0.29333 -8.25335  0.3376
H47 4.69960 0.48030 1.07236  0.4209
H48 2.47878 -2.84604 1.31458  0.1944
H49 4.08553 3.54169 1.02280  0.3785
H50 -4.38971 4.77546 -6.66270  0.3811
H51 -1.91445 -1.71749 5.55806  0.1671
H52 3.11322 3.49815 -0.46084  0.3447
H53 4.65032 -1.79401 -1.36517  0.4723
H54 0.31195 -3.81285 -7.46202  0.3023
H55 -1.76885 -2.50351 -1.06410  0.5071
H56 -3.90390 2.55877 1.61937  0.3998
H57 1.64838 -3.66662 -3.54045  0.3379



The following is a DFT calculation (ωB97M-V/def2-TZVPD) of a structure of composition C46H58GeN4O2PPtS2Si3.

Summary:
Charge = +2
ΔE to the lowest compared entry with this formula, charge and spin = 41.23 kJ/mol
Highest occupied orbital energy (spin up / spin down) = -0.42698 / -0.46153 Eh
Multiplicity = 6
LUMO energy (spin up / spin down) = -0.169 / -0.265 Eh

Last column: Löwdin spin population.
Positions of all 118 atoms, in Å:
Pt1 -0.41221 0.35653 0.60395  1.6016
Ge1 -2.73902 0.22021 -0.37148  0.5749
S1 -0.39593 4.91880 0.48728  0.0134
S2 -1.09603 2.33592 2.02730  0.3420
P1 2.91792 0.42625 -0.43687  0.1379
Si1 -4.55839 2.18138 0.00103  0.2572
Si2 -3.09926 0.01696 -2.78703  0.0943
Si3 -4.02229 -1.49736 0.96538  0.1504
O1 0.93656 -6.71673 1.60528  0.0001
O2 1.79444 -3.62502 6.49074  0.0001
N1 -0.58642 -2.13452 0.71850  0.0871
N2 -0.12160 2.51732 -0.36365  0.1655
N3 0.24606 -0.60575 2.79771  0.0795
N4 1.40387 -0.08727 -0.10389  0.9271
C1 -4.84532 -0.35857 -3.27460  0.0174
C2 -0.01227 -2.77229 1.73745  0.0054
C3 1.47639 -1.69003 5.04458  -0.0002
C4 3.95262 2.10768 1.46499  -0.0003
C5 -3.67491 -0.98041 2.70632  0.0059
C6 1.02538 5.24336 -3.30438  0.0017
C7 5.82227 -2.63519 1.29604  -0.0004
C8 0.31431 -4.11988 1.66006  0.0030
C9 0.12678 -4.80298 0.47036  -0.0005
C10 -0.40237 -4.10841 -0.61100  0.0024
C11 0.96018 -2.50269 4.04173  0.0025
C12 0.73427 0.17656 3.76650  0.0060
C13 6.30831 -1.54748 0.57486  0.0024
C14 3.39641 0.26563 -4.97920  0.0012
C15 -0.76244 -2.79115 -0.43175  0.0148
C16 3.57131 -1.85626 0.97589  0.0090
C17 4.04986 4.50156 1.25802  -0.0002
C18 0.38008 -1.93564 2.92102  0.0054
C19 -3.59414 3.48557 -0.87068  0.0739
C20 0.50043 -6.25272 0.34202  -0.0001
C21 0.76195 2.92053 -2.66993  0.0009
C22 -2.53370 1.58326 -3.58730  0.0011
C23 1.12356 3.87793 -3.60001  -0.0002
C24 -6.22193 1.99156 -0.73790  0.0338
C25 0.20852 4.70065 -1.13224  0.0101
C26 -3.47815 -3.22738 0.64536  0.0401
C27 4.06347 1.20178 -2.86262  0.0053
C28 3.46438 4.42730 -0.00092  0.0007
C29 0.29908 3.33753 -1.42351  0.0167
C30 0.56510 5.66945 -2.07077  0.0015
C31 -0.50911 3.20322 0.66327  0.0376
C32 3.10803 0.41116 -2.22148  0.0320
C33 4.45679 -2.79288 1.49642  0.0007
C34 3.12625 3.19291 -0.53696  -0.0002
C35 4.06018 -0.76318 0.26297  0.0296
C36 -2.06154 -1.40875 -3.38206  0.0257
C37 -4.70771 2.33247 1.82039  0.0502
C38 4.29276 3.34484 1.99060  0.0007
C39 1.36333 -0.31923 4.89204  0.0021
C40 3.37499 2.02733 0.19403  0.0032
C41 2.20363 -2.29974 6.22273  0.0000
C42 -5.78472 -1.31541 0.46160  0.0324
C43 2.45483 -0.53593 -4.34096  0.0003
C44 4.20077 1.12640 -4.24234  0.0030
C45 5.43185 -0.60778 0.05604  0.0042
C46 2.30692 -0.46727 -2.96267  0.0052
H1 1.16484 -7.64913 1.54631  0.0000
H2 -5.21006 -1.29147 -2.83106  0.0002
H3 1.28389 -6.34211 -0.41430  0.0000
H4 0.48441 6.72610 -1.84317  0.0003
H5 -2.53524 3.23883 -0.99002  0.0077
H6 -4.86141 -0.48130 -4.36763  0.0030
H7 -3.66347 4.41433 -0.28854  0.0103
H8 -5.02369 3.36580 2.03266  0.0097
H9 -3.27819 2.37934 -3.47469  0.0001
H10 -0.54435 -4.58905 -1.57539  0.0005
H11 -0.98991 -1.24954 -3.20858  0.0001
H12 4.32020 5.46645 1.67039  0.0000
H13 1.48150 3.56763 -4.57522  0.0000
H14 0.73588 -4.65280 2.50022  0.0004
H15 1.02716 -3.61549 7.06996  0.0000
H16 3.27559 5.33085 -0.57026  0.0000
H17 2.11694 -1.65107 7.09494  0.0000
H18 1.03190 -3.57552 4.16194  0.0004
H19 1.75861 0.36769 5.63655  0.0003
H20 4.08049 -3.64668 2.05170  0.0002
H21 2.50327 -1.97179 1.11039  0.0055
H22 -5.54319 0.44165 -3.02605  -0.0001
H23 -2.62877 -0.67277 2.81110  0.0019
H24 -6.20124 1.75080 -1.80143  0.0006
H25 -6.21458 -0.38715 0.84280  0.0003
H26 1.84107 -1.21680 -4.91976  0.0001
H27 -3.86184 -1.81288 3.40059  0.0007
H28 -1.22282 -2.23082 -1.23386  0.0084
H29 -3.38110 -3.45276 -0.42142  0.0007
H30 -5.48642 1.65865 2.19051  -0.0003
H31 -6.84943 1.26605 -0.22462  -0.0001
H32 -3.77922 2.14544 2.35253  0.0033
H33 -2.36358 -2.35622 -2.92301  0.0002
H34 1.57896 -1.08787 -2.45238  0.0005
H35 4.93805 1.74405 -4.74309  0.0004
H36 -4.26200 -3.87834 1.05753  0.0066
H37 0.60611 1.24458 3.63057  0.0003
H38 0.83502 1.86593 -2.89049  -0.0001
H39 -4.31252 -0.14325 3.00351  0.0000
H40 3.26216 -2.35022 5.96749  0.0000
H41 -5.90398 -1.33828 -0.62645  0.0016
H42 -2.38696 1.41284 -4.66378  0.0000
H43 -4.02090 3.65592 -1.86309  0.0015
H44 4.75611 3.40706 2.96776  0.0001
H45 -2.21776 -1.50255 -4.46401  0.0036
H46 2.67526 3.14161 -1.52277  0.0000
H47 -6.36019 -2.15227 0.88462  0.0056
H48 6.51626 -3.36378 1.70141  0.0000
H49 -2.53444 -3.46350 1.14415  0.0001
H50 1.30663 5.97612 -4.05115  0.0001
H51 4.69684 1.87417 -2.29555  0.0002
H52 3.51005 0.21338 -6.05609  0.0000
H53 7.37470 -1.43412 0.41601  0.0003
H54 -1.59158 1.93642 -3.16653  -0.0001
H55 5.81609 0.24035 -0.50235  0.0002
H56 -0.36792 -6.80621 -0.01997  0.0000
H57 4.14663 1.20648 2.03732  -0.0001
H58 -6.69225 2.98303 -0.63254  0.0080



| no. | strongest force on any atom (eV Å⁻¹) | energy (eV) |
| --- | --- | --- |
| 1 | 0.348 | -244641.61410 |
| 2 | 0.926 | -173040.34816 |